C28H44LiN3O2Si2 as an isolated structure. Source: the OMol25 dataset; level of theory: ωB97M-V/def2-TZVPD.

Geometry (Å):
Li: -0.222 -0.305 1.397
C: -0.559 -3.395 0.506
N: 0.161 -2.557 1.445
C: -0.305 -2.779 2.815
C: -1.814 -2.658 3.021
C: -2.404 -1.268 2.762
N: -2.207 -0.803 1.407
C: -3.231 -0.896 0.592
C: -3.315 -0.424 -0.739
C: -4.578 -0.424 -1.414
C: -4.789 0.223 -2.611
C: -3.751 0.923 -3.234
C: -2.468 0.881 -2.634
C: -2.232 0.195 -1.470
O: -0.978 0.033 -0.954
C: 1.597 -2.815 1.363
C: 2.229 -2.245 0.093
C: 2.849 -0.860 0.338
N: 1.991 -0.046 1.149
C: 2.657 0.626 2.114
C: 2.160 1.369 3.209
C: 3.070 2.056 4.059
C: 2.670 2.746 5.194
C: 1.321 2.787 5.534
C: 0.386 2.131 4.716
C: 0.743 1.426 3.555
O: -0.135 0.836 2.813
H: -0.552 -4.457 0.824
H: -0.098 -3.337 -0.476
H: -1.586 -3.054 0.401
H: 0.205 -2.050 3.452
H: 0.010 -3.791 3.145
H: -2.006 -2.920 4.070
H: -2.340 -3.404 2.417
H: -1.911 -0.554 3.430
H: -3.477 -1.298 3.028
H: -4.178 -1.309 0.978
H: -5.408 -0.922 -0.921
H: -5.778 0.203 -3.060
H: -3.904 1.469 -4.156
H: -1.649 1.398 -3.115
H: 1.776 -3.906 1.447
H: 2.065 -2.331 2.223
H: 1.470 -2.169 -0.692
H: 2.997 -2.931 -0.288
H: 3.060 -0.406 -0.655
H: 3.842 -1.003 0.800
H: 3.758 0.590 2.073
H: 4.127 2.022 3.798
H: 3.410 3.253 5.808
H: 0.989 3.327 6.416
H: -0.674 2.155 4.956
C: -0.244 -2.105 -3.229
Si: 0.448 -0.365 -3.352
C: 2.316 -0.467 -3.601
C: -0.199 0.395 -4.957
C: 0.162 0.531 -1.700
Si: 0.441 2.397 -1.397
C: -0.557 2.895 0.089
C: -0.006 3.530 -2.846
C: 2.279 2.611 -1.093
H: -0.334 -2.544 -4.227
H: -1.235 -2.093 -2.769
H: 0.405 -2.748 -2.633
H: 2.542 -0.948 -4.558
H: 2.800 -1.038 -2.805
H: 2.769 0.528 -3.613
H: 0.360 -0.045 -5.790
H: -0.066 1.479 -5.002
H: -1.260 0.180 -5.099
H: 0.989 0.144 -1.088
H: -1.625 2.770 -0.107
H: -0.370 3.945 0.336
H: -0.307 2.297 0.973
H: -1.077 3.534 -3.056
H: 0.527 3.264 -3.764
H: 0.289 4.551 -2.581
H: 2.563 2.032 -0.209
H: 2.519 3.663 -0.909
H: 2.878 2.275 -1.945

Values from the calculation:
Net charge = -2
DFT total energy = -1994.64699 a.u.
E_LUMO (spin up / spin down) = 4.6 / 4.6 eV
Energy relative to the best compared isomer or geometry (same formula, charge and spin) = 0.00 kJ/mol

Löwdin population analysis, charges in e, atoms 1 to 5: number 1, Li, carries 0.533; number 2, C, carries -0.088; number 3, N, carries -0.240; number 4, C, carries -0.215; number 5, C, carries -0.186